Density functional theory data (the ωB97M-V functional and the def2-TZVPD basis) for 7 unconnected molecules or ions with the total composition H15NO6.

Properties
Total charge: 0
Strongest force on any atom in hartree/bohr: 0.110
Electronic energy in eV: -14017.57708
Multiplicity: 1
SMILES: N.O.O.O.O.O.O
Energy above the lowest of the compared OMol25 structures with the same formula, charge and spin in kcal/mol: 52.1

Geometry as XYZ:
```
22
Properties=species:S:1:pos:R:3:forces:R:3
N 3.90679 0.14394 1.01898 0.2 0.6 0.9
H 3.47655 1.00710 0.78373 -1.6 0.9 0.1
H 4.80417 0.50757 0.80624 1.9 -0.5 0.1
H 3.66787 -0.41877 0.24628 -0.3 -1.0 -1.0
O 0.58691 1.10743 1.95528 -3.9 0.3 2.3
H 1.22717 0.81715 1.38677 2.8 -1.1 -2.5
H -0.16417 0.49225 1.77157 1.0 0.8 0.4
O -4.76976 -1.91681 1.57799 0.1 0.2 0.2
H -4.88836 -1.49163 2.42887 -0.4 -0.3 0.5
H -4.16500 -1.28319 1.19743 0.3 0.1 -0.7
O 1.38500 0.15336 -0.54883 2.0 5.1 1.5
H 1.50818 0.46122 -1.43099 -0.3 0.1 -1.2
H 1.10014 -0.67684 -0.53563 -1.9 -5.3 -0.5
O 0.37868 1.46724 -2.87661 -0.7 -0.6 0.7
H -0.04254 1.99324 -2.18779 -0.3 -0.2 0.2
H 1.00429 2.07803 -3.21071 1.1 0.9 -0.9
O -0.37933 -2.55814 -0.97534 0.3 -0.2 2.1
H -1.08247 -3.18022 -0.69270 0.5 0.5 -0.4
H 0.11240 -2.43304 -0.10892 -0.8 -0.3 -1.5
O -2.76264 1.55653 -0.19718 -2.1 1.4 -1.1
H -2.82360 0.82302 -0.78099 -0.1 -0.9 -0.9
H -2.08030 1.35056 0.37254 2.4 -0.5 2.0
```
Positions in Å, forces in eV/Å.


Density functional theory data (the ωB97M-V functional and the def2-TZVPD basis) for a molecular structure, C23H23N4O8PReS.

Properties
Total charge: 0
Strongest force on any atom in hartree/bohr: 0.023
Electronic energy in eV: -68821.58665
Multiplicity: 2
Energy above the lowest of the compared OMol25 structures with the same formula, charge and spin in kcal/mol: 0.0

Geometry as XYZ:
```
61
Properties=species:S:1:pos:R:3:forces:R:3
Re 0.71882 -1.34242 1.01033 0.0 -0.2 1.2
N -0.20417 -1.98387 2.94870 -0.1 0.2 -0.1
C 0.80840 -2.32389 3.96397 0.0 -0.2 0.0
C 1.95076 -3.02556 3.23016 0.1 0.3 0.1
O 2.73936 -3.75499 3.80207 0.0 0.0 0.0
N 1.93318 -2.68567 1.93041 0.1 -0.2 -0.4
C 2.87787 -3.28766 1.00805 0.1 0.0 0.1
C 2.25094 -3.31534 -0.37457 -0.2 0.2 0.0
O 2.65371 -3.97904 -1.28758 0.1 0.0 -0.1
O 1.18826 -2.49744 -0.50853 0.0 -0.3 -0.2
H -0.92510 -1.33680 3.26599 0.0 0.0 0.0
H -0.70803 -2.83328 2.69387 0.1 0.1 -0.1
H 0.40565 -2.97849 4.73517 0.0 0.0 0.0
H 1.18790 -1.42994 4.46457 0.0 0.0 0.0
H 3.18214 -4.28481 1.32064 -0.1 0.0 0.0
H 3.77898 -2.66998 0.92601 0.0 0.0 0.0
O -2.27673 -0.42855 1.70242 0.0 -0.1 0.1
S -2.45882 -1.60660 0.86755 0.1 -0.3 -0.1
O -3.46452 -2.54001 1.27530 -0.1 0.1 0.0
O -1.13633 -2.32455 0.65483 0.0 0.2 0.0
C -2.80116 -1.04410 -0.76728 0.0 0.0 0.1
C -3.95708 -1.47870 -1.38876 -0.1 0.0 0.0
C -4.22631 -1.07086 -2.68743 0.0 0.0 0.0
C -3.33355 -0.24151 -3.34412 0.0 0.0 0.0
C -2.16962 0.17873 -2.71337 0.0 0.0 0.0
C -1.88342 -0.21127 -1.40876 0.0 0.0 -0.1
P -0.33628 0.35617 -0.59906 -0.1 0.1 -0.1
C -0.80626 1.98541 0.08658 0.0 0.0 0.0
C 0.16981 2.97018 0.25612 0.0 0.0 0.1
C -0.16279 4.20175 0.79981 0.0 0.0 0.0
C -1.47250 4.46628 1.17635 0.0 0.0 0.0
C -2.45059 3.50009 0.99531 0.0 0.0 0.0
C -2.12174 2.26756 0.44990 0.0 0.0 0.0
C 0.72230 0.79797 -2.01476 0.0 0.0 0.0
C 1.54082 -0.18274 -2.57225 0.0 0.0 0.0
C 2.30785 0.10666 -3.69147 0.0 0.0 0.0
C 2.26744 1.36976 -4.26042 0.0 0.0 0.0
C 1.44834 2.34857 -3.71447 0.0 0.0 0.0
C 0.67707 2.06509 -2.59910 0.0 0.0 -0.1
H -4.62603 -2.13624 -0.85120 0.0 0.0 0.0
H -5.12604 -1.40908 -3.18341 0.0 0.0 0.0
H -3.53242 0.07837 -4.35838 0.0 0.0 0.0
H -1.47601 0.80830 -3.25291 0.0 0.0 0.0
H 1.18664 2.79858 -0.07164 0.0 0.0 0.1
H 0.60198 4.95926 0.91345 0.0 0.0 0.0
H -1.73173 5.42958 1.59600 0.0 0.0 0.0
H -3.47566 3.70399 1.27505 0.0 0.0 0.0
H -2.89132 1.52001 0.31996 0.0 0.0 0.0
H 1.57520 -1.17303 -2.14166 0.0 0.0 0.0
H 2.94176 -0.66266 -4.11167 0.0 0.0 0.0
H 2.87398 1.59381 -5.12826 0.0 0.0 0.0
H 1.40879 3.33574 -4.15602 0.0 0.0 0.0
H 0.03655 2.83551 -2.18996 0.0 0.0 -0.1
N 0.76119 0.42655 2.44598 -0.1 0.0 -0.2
N 1.85263 1.23628 2.12419 0.0 0.0 0.0
C 2.75184 0.78872 1.16350 -0.1 0.0 0.0
O 3.72261 1.43518 0.86915 0.0 0.0 0.0
O 2.39632 -0.36441 0.63996 0.2 0.0 -0.2
H -0.11811 0.93872 2.34263 0.1 0.0 0.0
H 0.85346 0.09409 3.40054 -0.1 0.1 0.0
H 2.09981 2.00659 2.72251 0.0 0.0 0.0
```
Positions in Å, forces in eV/Å.


Density functional theory data (the ωB97M-V functional and the def2-TZVPD basis) for 5 unconnected molecules or ions with the total composition C24H21BrF32N2O5P.

Properties
Total charge: +1
Strongest force on any atom in hartree/bohr: 0.012
Electronic energy in eV: -204731.21200
Multiplicity: 1

Geometry as XYZ:
```
86
Properties=species:S:1:pos:R:3:forces:R:3
O -0.87048 3.99963 0.75985 0.0 -0.6 -0.2
P -2.02352 2.85538 0.90980 0.0 0.4 -0.2
Br -3.22206 3.61473 2.61096 0.0 0.0 0.1
C -1.00627 1.56220 1.77317 -0.1 -0.2 0.3
C 0.01717 0.98399 1.05236 0.1 -0.3 0.2
C 0.73903 -0.05186 1.65233 -0.2 0.4 -0.3
N 0.40046 -0.43719 2.87023 0.1 -0.1 -0.1
N -0.57434 0.06193 3.60330 0.0 0.0 0.0
C -1.26159 1.04199 3.06649 0.1 0.0 -0.3
H -0.17355 3.95044 1.42472 0.0 0.4 0.1
H 0.26074 1.28878 0.04184 0.0 0.0 0.0
H 1.56661 -0.55924 1.17773 0.0 -0.1 0.1
H 0.91911 -1.19080 3.32021 0.0 -0.1 0.0
H -2.06249 1.43703 3.67694 0.0 0.0 0.0
C -5.19395 -2.37906 2.37872 -0.1 0.1 0.3
C -5.14871 -3.82560 1.86859 0.0 0.0 -0.1
C -3.85839 -4.61722 2.11296 -0.1 0.0 0.1
F -2.81424 -4.01176 1.49698 0.1 0.0 0.0
F -4.00080 -5.85018 1.59978 0.1 0.0 0.0
F -5.47441 -3.86852 0.56472 0.0 0.0 0.0
F -6.10029 -4.49347 2.57801 0.0 0.0 0.0
O -4.95200 -1.36909 1.40978 0.0 -0.2 -0.4
C -3.73437 -0.89994 1.09638 0.1 0.2 0.0
C -3.36778 -1.11081 -0.38026 -0.1 0.0 0.0
F -3.36490 -2.41735 -0.68061 0.1 0.0 0.0
F -2.11083 -0.62163 -0.55985 0.1 0.0 -0.1
F -2.75102 -1.35898 1.90349 0.0 -0.1 0.0
F -3.74145 0.46089 1.25943 -0.1 0.0 0.2
H -6.22868 -2.21846 2.67322 0.0 0.0 0.0
H -4.57247 -2.25300 3.26540 0.1 0.0 -0.1
H -3.65101 -4.69201 3.18360 0.0 0.0 0.0
H -4.06551 -0.57597 -1.02613 0.0 0.0 0.0
C 5.58834 -3.07338 4.44647 0.0 0.1 0.3
C 6.70126 -3.48349 3.47383 0.0 0.0 -0.1
C 7.15797 -2.43944 2.44811 0.0 0.0 0.1
F 6.11716 -2.09475 1.65191 0.0 0.0 0.0
F 8.12296 -2.97602 1.68586 0.0 0.0 -0.1
F 6.36482 -4.62522 2.84738 0.0 0.0 0.0
F 7.79485 -3.71532 4.24922 0.0 -0.1 0.0
O 4.27778 -3.51470 4.09971 0.3 -0.3 -0.2
C 3.43965 -2.82864 3.32277 -0.4 0.1 0.0
C 3.01327 -3.60520 2.06335 -0.1 0.1 0.0
F 4.06137 -3.87735 1.29340 0.1 0.0 -0.1
F 2.15838 -2.79192 1.35266 0.0 -0.1 0.2
F 3.86040 -1.58962 3.00670 0.0 0.0 0.0
F 2.25874 -2.64360 4.03530 0.0 0.1 -0.1
H 5.80871 -3.60355 5.36995 0.0 0.0 0.0
H 5.61551 -2.00526 4.66005 0.0 0.0 -0.1
H 7.54226 -1.54687 2.94837 0.0 0.0 0.0
H 2.49104 -4.52269 2.33688 0.0 0.0 0.0
C -2.64778 -3.68830 -4.06477 -0.2 0.2 0.5
C -2.35136 -5.06202 -4.67742 0.0 0.0 -0.1
C -0.92471 -5.60688 -4.54431 -0.1 0.0 0.0
F -0.04811 -4.79634 -5.17035 0.1 0.0 0.0
F -0.87392 -6.82409 -5.11975 0.1 0.0 0.0
F -2.73816 -5.09562 -5.96432 0.0 0.0 0.0
F -3.12174 -5.94537 -3.97318 0.0 0.0 0.0
O -2.65456 -2.57713 -4.93751 0.0 -0.3 -0.4
C -1.53978 -1.84446 -5.19843 0.0 0.2 0.0
C -1.17478 -1.85713 -6.69101 -0.1 0.0 0.1
F -0.95584 -3.11748 -7.10214 0.0 0.0 0.0
F -0.04081 -1.14164 -6.85312 0.0 0.0 0.0
F -0.49324 -2.20754 -4.43610 0.1 0.0 0.0
F -1.82388 -0.55049 -4.89346 0.0 0.0 0.1
H -3.67773 -3.76220 -3.71985 0.0 0.0 0.0
H -2.02532 -3.50798 -3.18749 0.1 -0.1 -0.1
H -0.64777 -5.69821 -3.49049 0.0 0.0 0.0
H -1.98127 -1.41054 -7.27502 0.0 0.0 0.0
C 0.59628 6.85168 -0.81916 -0.2 -0.3 -0.2
C 0.70641 7.52505 0.55435 0.1 0.1 0.0
C -0.12658 8.78928 0.79925 0.0 -0.1 0.0
F 0.24878 9.77003 -0.03899 0.0 0.1 0.0
F 0.08552 9.19663 2.06840 0.0 0.1 0.0
F 1.99270 7.74659 0.87301 0.0 0.0 0.0
F 0.20631 6.61215 1.45615 0.0 -0.1 0.0
O 1.62413 7.12326 -1.74398 0.3 0.2 0.4
C 1.55844 8.16443 -2.62761 0.0 -0.1 -0.2
C 2.72741 9.14435 -2.43836 0.0 -0.1 0.0
F 2.72360 9.63007 -1.18280 0.0 0.0 0.0
F 2.56839 10.16590 -3.30230 0.0 0.0 0.0
F 0.37603 8.79636 -2.57894 -0.1 0.0 0.0
F 1.69676 7.64915 -3.86987 -0.1 0.0 -0.1
H 0.69604 5.78801 -0.61094 0.0 0.0 0.0
H -0.39440 7.00805 -1.24723 0.0 0.1 0.0
H -1.19101 8.57829 0.66531 0.0 0.0 0.0
H 3.67343 8.63630 -2.63361 0.0 0.0 0.0
```
Positions in Å, forces in eV/Å.